Entry 1:
13
Properties=species:S:1:pos:R:3:forces:R:3 method="wB97M-V/def2-TZVPD" total_charge=0 homo_lumo_gap_ev=12.00 de_lowest_kj_mol=225.5 e_homo_ev=-11.24
C 0.40760 3.00064 0.76479 -3.18 1.43 1.93
C -0.82412 -0.15558 -0.48571 2.03 3.77 -0.56
C 0.35610 -0.84053 0.25349 -1.97 -0.19 0.79
C 1.67452 -0.51244 -0.35464 -0.09 -1.87 0.85
N 1.32713 2.57505 0.25976 4.60 -1.81 -3.25
O 1.83474 0.30489 -1.16379 0.78 1.72 -1.82
Cl 3.11700 -1.40987 0.22504 -0.40 -0.09 0.24
H -0.41311 0.72363 -1.13998 -0.37 -1.64 1.03
H -1.26226 -0.77286 -1.20385 -1.23 -1.12 -0.67
H -1.48508 0.47714 0.14485 0.03 -1.31 -0.07
H 0.38111 -0.30834 1.23373 0.23 -0.96 -0.20
H 0.08718 -1.94566 0.34242 1.05 1.46 0.29
H 2.06361 2.23127 -0.40958 -1.47 0.61 1.43

Entry 2:
22
Properties=species:S:1:pos:R:3:forces:R:3 method="wB97M-V/def2-TZVPD" total_charge=+1 homo_lumo_gap_ev=11.82 de_lowest_kj_mol=2.8 e_homo_ev=-15.45
C 0.36932 0.60150 -0.46579 -0.10 -0.18 -0.62
C 1.73637 1.24065 -0.54517 0.11 -0.05 0.07
C 2.17565 1.71890 0.83563 -0.03 0.00 0.08
N -0.16613 0.29572 -1.86382 -0.13 -0.14 0.26
H 0.36019 -0.37949 0.00136 0.19 0.17 0.28
H -0.38107 1.23292 0.00636 0.04 0.04 0.03
H 1.72494 2.07296 -1.25478 -0.09 0.07 0.07
H 2.45668 0.51383 -0.93055 0.00 0.00 -0.02
H 1.41780 2.35828 1.29074 0.02 0.05 -0.04
H 2.34520 0.87787 1.50833 0.00 -0.01 -0.02
H 3.09960 2.28863 0.77333 0.02 -0.02 -0.02
H -0.32324 1.13212 -2.42653 0.04 0.05 0.03
H 0.47163 -0.32066 -2.37122 0.03 0.08 -0.01
H -1.05403 -0.20140 -1.75414 -0.04 0.06 -0.18
C -2.38331 -1.32548 0.61644 0.02 0.08 -0.22
C -1.14913 -2.03632 1.18215 -0.43 0.12 0.25
H -3.28007 -1.93597 0.70034 0.00 0.00 0.02
H -2.29084 -1.10785 -0.45619 0.04 -0.08 -0.01
H -2.58185 -0.36727 1.09646 -0.03 -0.09 0.18
H -0.69157 -2.68954 0.44043 0.16 0.01 0.06
H -0.43713 -1.31502 1.57940 0.22 -0.10 -0.13
H -1.41902 -2.65438 2.03722 -0.05 -0.06 -0.06

Entry 3:
19
Properties=species:S:1:pos:R:3:forces:R:3 method="wB97M-V/def2-TZVPD" total_charge=-1 homo_lumo_gap_ev="2.65 / 11.88" spin_multiplicity=2 de_lowest_kj_mol=36.4 e_homo_ev="1.58 / -7.55"
C -2.62832 -1.04027 1.15572 0.28 -0.46 -0.67
C -1.46513 -0.74458 2.12508 -0.36 -1.34 -0.26
H -2.24057 -1.39838 0.19276 0.04 0.12 0.07
H -3.25013 -1.87102 1.50469 -0.17 0.31 0.16
H -3.25823 -0.18509 0.89939 0.04 0.01 0.29
H -1.58685 0.22071 2.59701 0.35 0.16 0.18
H -0.49954 -0.90938 1.63691 -0.05 0.74 -0.11
H -1.44315 -1.56109 2.85909 -0.16 0.44 0.36
C 1.53985 0.82309 -0.57205 -0.37 0.73 0.00
C 0.19878 0.70029 -1.30811 0.58 0.30 -0.52
C 2.73527 0.54151 -1.46885 -0.12 -0.68 -0.22
H 1.68065 1.83311 -0.17304 -0.16 0.12 -0.14
H 1.47307 0.21757 0.33773 0.36 -0.25 -0.23
H 0.29467 0.96733 -2.36863 0.18 0.10 0.07
H 2.66933 1.11685 -2.39990 0.13 0.34 0.31
H 3.67158 0.75279 -0.94206 0.05 -0.06 -0.20
H -0.56488 1.38372 -0.91511 -0.10 -0.58 0.30
H -0.07437 -0.35400 -1.31800 -0.58 -0.01 0.22
H 2.74799 -0.49315 -1.84263 0.06 0.00 0.38

Entry 4:
93
Properties=species:S:1:pos:R:3:forces:R:3 method="wB97M-V/def2-TZVPD" total_charge=+1 homo_lumo_gap_ev=7.71 e_homo_ev=-10.84
C -1.80470 3.52399 3.90354 -0.05 -0.92 0.03
C -1.40310 2.04094 3.83866 -0.16 0.49 0.40
C 0.10651 1.82104 3.96294 -0.46 0.14 -0.10
C 0.80312 1.45180 2.65382 0.16 -0.59 -0.06
O 0.00399 1.60553 1.47978 -0.08 0.20 0.66
C 0.50842 2.54749 0.57638 -0.02 0.06 0.06
C 1.83648 2.02961 0.09116 -0.52 -0.14 -0.47
N 2.80654 1.94406 1.23376 0.47 -0.13 -0.34
C 2.14540 2.16387 2.56548 -0.93 0.60 -0.73
F 2.97564 1.66372 3.46884 0.83 -0.34 0.89
H -1.08467 4.15920 3.40247 -0.01 0.29 -0.22
H -1.88014 3.80136 4.94597 0.15 0.39 0.21
H -2.79423 3.62125 3.47981 -0.18 0.36 -0.23
H -1.84326 1.57129 2.97033 0.15 -0.20 -0.27
H -1.86661 1.57210 4.69369 -0.19 -0.33 0.18
H 0.28236 1.02818 4.67228 0.23 -0.31 0.18
H 0.54827 2.71171 4.40408 0.15 0.22 0.02
H 1.05582 0.39393 2.71155 0.03 -0.31 -0.12
H -0.17687 2.58300 -0.25638 -0.21 0.00 0.04
H 0.55287 3.55967 0.98172 0.06 0.13 0.17
H 1.66881 1.01645 -0.24385 0.16 -0.22 -0.13
H 2.21054 2.58861 -0.75603 0.53 0.24 0.10
H 3.24589 1.01641 1.27002 -0.12 -0.03 -0.16
H 3.57491 2.60037 1.07839 -0.04 0.05 0.29
H 2.03894 3.23579 2.68918 0.11 0.25 0.13
C -1.83133 0.32881 -3.47180 -0.11 0.04 -0.01
C -0.98292 0.87289 -2.32931 0.08 -0.13 -0.17
C -0.00971 1.98266 -2.75419 -0.03 -0.05 0.00
O 1.14393 1.51921 -3.42893 0.16 0.13 -0.03
C 1.03579 1.30849 -4.83573 0.20 -0.21 0.15
N -0.28671 -0.24888 -1.67625 0.18 0.41 -0.08
H -1.26599 -0.33685 -4.12446 0.08 0.03 0.01
H -2.66853 -0.24449 -3.07494 0.03 -0.02 0.03
H -2.24005 1.13914 -4.07760 0.01 -0.01 0.00
H -1.66671 1.31087 -1.59595 -0.05 0.05 0.01
H 0.36563 2.45852 -1.83934 0.02 -0.04 -0.64
H -0.51276 2.76593 -3.33304 -0.06 -0.08 -0.07
H 0.39703 2.04303 -5.33044 -0.07 0.04 0.15
H 0.67295 0.30074 -5.04575 -0.12 0.05 -0.09
H 2.04358 1.39170 -5.24153 -0.02 0.05 0.00
H 0.19706 0.09215 -0.84744 -0.32 -0.18 0.00
H 0.46387 -0.55251 -2.29379 -0.07 -0.12 -0.03
C 6.31172 -0.88019 -2.73775 0.03 0.07 0.13
C 4.91293 -0.27748 -2.81160 0.12 -0.40 0.05
C 4.20629 -0.07405 -1.46755 -0.05 0.42 0.14
O 3.64302 -1.22640 -0.87359 0.00 0.24 0.27
C 4.54180 -2.03555 -0.12444 -0.15 -0.19 -0.03
N 4.07054 -1.08593 -3.68890 -0.23 0.27 -0.01
H 6.28695 -1.95108 -2.53665 -0.06 -0.02 0.05
H 6.82593 -0.74343 -3.68753 -0.05 -0.02 -0.03
H 6.91059 -0.39857 -1.96122 -0.01 -0.02 0.00
H 5.01125 0.71901 -3.25332 -0.08 0.02 -0.01
H 3.35666 0.58798 -1.66913 -0.03 -0.08 -0.07
H 4.85937 0.44692 -0.74472 0.15 -0.10 -0.02
H 5.30057 -1.43211 0.38321 0.05 0.03 -0.07
H 5.02583 -2.77542 -0.76289 0.15 0.05 0.01
H 3.95565 -2.56907 0.62387 -0.06 0.04 -0.03
H 3.17717 -0.60409 -3.76927 -0.01 -0.11 -0.23
H 3.84845 -1.95351 -3.20662 0.10 -0.03 -0.10
C -5.08253 -0.16243 -1.05486 0.07 -0.04 -0.16
C -3.88880 -0.07014 -0.10927 -0.51 0.00 0.01
C -4.09908 -0.78481 1.23393 0.35 0.22 0.06
O -4.92189 -0.08993 2.14938 -0.31 -0.01 -0.04
C -6.31772 -0.25653 1.96044 0.09 0.21 0.16
N -3.53691 1.34447 0.07413 0.28 0.03 0.11
H -5.89108 0.50653 -0.76245 0.00 0.00 0.07
H -4.78536 0.11771 -2.06589 -0.02 0.06 -0.01
H -5.47562 -1.17992 -1.09246 -0.01 0.01 0.02
H -3.04350 -0.56470 -0.60111 -0.03 0.06 0.04
H -3.12481 -0.86837 1.72665 -0.56 0.03 -0.13
H -4.46767 -1.80773 1.08400 -0.15 0.08 -0.05
H -6.55921 -1.26169 1.60511 0.02 0.00 -0.06
H -6.71367 0.48751 1.26587 -0.09 -0.09 -0.09
H -6.80053 -0.10279 2.92478 0.03 -0.02 0.02
H -2.68361 1.39593 0.62648 0.04 -0.04 0.03
H -4.24050 1.76256 0.67883 -0.07 0.00 -0.10
C -2.08374 -3.59205 0.65868 -0.03 -0.06 -0.08
C -1.18475 -2.36091 0.69314 -0.07 -0.28 0.04
C 0.29699 -2.65874 0.41159 -0.06 0.29 -0.08
O 1.00928 -3.23397 1.49125 0.05 -0.06 -0.06
C 0.86184 -4.63918 1.63312 0.07 0.08 0.19
N -1.37182 -1.67375 1.97760 0.98 -0.24 0.18
H -1.98189 -4.20084 1.55672 0.05 -0.01 0.03
H -3.12882 -3.29034 0.59231 0.08 -0.06 0.02
H -1.86085 -4.21757 -0.20772 0.01 0.00 0.02
H -1.52373 -1.68819 -0.10153 0.26 -0.12 0.12
H 0.79923 -1.70339 0.21556 0.02 -0.10 0.06
H 0.41284 -3.26759 -0.49374 -0.06 -0.04 0.02
H 0.76748 -5.13353 0.66309 -0.05 0.02 -0.02
H 0.00143 -4.88291 2.25888 -0.06 -0.09 -0.09
H 1.75466 -5.01559 2.13140 0.02 0.04 -0.02
H -0.84160 -0.80797 1.95532 -0.05 0.19 -0.05
H -0.90483 -2.22891 2.69178 -0.09 -0.06 0.04

no.,total energy (Eh)
1,-746.14136
2,-254.60117
3,-198.81866
4,-1661.21657